Formula: C14H21F4NO4
Source: OMol25
Level of theory: ωB97M-V with the def2-TZVPD basis set

Calculated values
Kohn-Sham gap ... 7.510 eV
SMILES ... CCOC1=C(C(F)(F)C(F)F)C(=O)OC1=O.CCN(CC)CC
Total charge ... 0
Highest occupied orbital energy ... -8.140 eV

Structure (XYZ):
```
44
C14H21F4NO4, DFT ωB97M-V with the def2-TZVPD basis set
C 4.114 -0.286 -2.633
C 2.673 -0.873 -2.699
O 1.900 -0.105 -3.663
C 0.869 0.557 -3.120
C -0.238 0.065 -2.535
C -0.641 -1.382 -2.287
F -1.835 -1.356 -1.629
F 0.229 -2.044 -1.482
C -0.861 -2.230 -3.580
F -0.779 -3.550 -3.205
F -2.120 -2.069 -4.032
C -1.111 1.274 -2.144
O -2.246 1.367 -2.050
O -0.162 2.290 -1.985
C 0.681 2.115 -3.086
O 1.114 2.929 -3.770
H 4.612 -0.313 -3.616
H 4.120 0.729 -2.191
H 4.709 -0.940 -1.960
H 2.788 -1.889 -3.122
H 2.253 -0.879 -1.683
H -0.101 -2.089 -4.366
C 0.383 -1.691 2.318
C -0.165 -0.638 3.273
N -0.173 0.700 2.709
C -0.397 1.745 3.698
C -1.743 1.764 4.425
C -0.890 0.859 1.455
C -2.367 0.457 1.418
H 1.370 -1.406 1.946
H 0.483 -2.646 2.837
H -0.278 -1.852 1.464
H 0.477 -0.639 4.159
H -1.164 -0.950 3.611
H -0.234 2.720 3.230
H 0.393 1.662 4.454
H -2.548 2.115 3.780
H -1.692 2.455 5.271
H -2.015 0.785 4.823
H -0.363 0.277 0.688
H -0.797 1.895 1.115
H -2.545 -0.516 1.880
H -2.701 0.387 0.380
H -3.002 1.196 1.905
```



Formula: C14H21FIN3O11P3S2
Source: OMol25
Level of theory: ωB97M-V with the def2-TZVPD basis set

Calculated values
Kohn-Sham gap ... 3.463 eV
Total charge ... -1
Highest occupied orbital energy ... -2.927 eV

Structure (XYZ):
```
56
C14H21FIN3O11P3S2, DFT ωB97M-V with the def2-TZVPD basis set
C -3.917 1.949 2.807
P -2.073 1.897 2.590
O -1.637 3.478 2.224
C -1.735 0.860 1.188
C -0.998 -0.265 1.410
C -0.481 -0.555 2.788
O -1.149 -0.774 3.749
N 0.961 -0.540 2.905
C 1.453 0.583 3.579
O 1.448 1.706 3.195
F 2.019 0.320 4.766
C -0.654 -1.163 0.387
C 0.163 -2.273 0.780
O -0.119 -3.090 1.636
O 1.435 -2.348 0.191
P 2.193 -3.758 0.366
O 1.179 -4.971 0.290
O 2.823 -3.702 1.817
S 3.560 -3.963 -0.986
C -1.138 -0.892 -0.989
P -0.792 -1.994 -2.335
N 0.117 -1.333 -3.412
O -2.185 -2.485 -2.988
O -0.119 -3.334 -1.761
C -1.856 0.218 -1.223
C -2.310 0.562 -2.610
C -1.328 1.586 -3.205
C -1.777 2.154 -4.539
S -3.077 3.431 -4.408
N -2.183 1.085 -0.189
I -3.316 2.713 -0.536
H -4.067 1.984 3.882
H -4.407 2.799 2.337
H -4.312 1.000 2.463
H -2.438 4.013 2.251
H 1.392 -0.584 1.984
H 1.599 -5.639 -0.266
H 2.093 -3.758 2.459
H 0.963 -1.881 -3.503
H -2.870 -2.532 -2.308
H -0.359 -4.052 -2.357
H -2.253 -0.298 -3.262
H -3.335 0.928 -2.638
H -0.426 1.008 -3.411
H -1.047 2.358 -2.495
H -0.924 2.658 -4.982
H -2.114 1.390 -5.230
H -2.318 4.506 -4.188
O 5.897 2.889 1.554
C 5.530 1.978 0.839
C 4.562 0.796 2.076
O 4.190 -0.153 1.411
H 6.249 1.240 0.437
H 4.726 2.120 0.094
H 3.826 1.498 2.509
H 5.334 0.636 2.857
```



Formula: C14H21N5S
Source: OMol25
Level of theory: ωB97M-V with the def2-TZVPD basis set

Calculated values
Kohn-Sham gap ... 8.504 eV
SMILES ... S=C(NC1CCCC1)N1CCN(c2ncccn2)CC1
Total charge ... 0
Highest occupied orbital energy ... -7.894 eV

Structure (XYZ):
```
41
C14H21N5S, DFT ωB97M-V with the def2-TZVPD basis set
S -1.616 -2.517 -1.802
C -1.076 -0.950 -1.491
N -1.768 0.074 -1.845
C -1.199 1.198 -2.315
C -1.388 1.545 -3.717
C -1.790 2.923 -3.973
C -2.761 3.020 -2.846
C -1.963 2.478 -1.590
N 0.051 -0.820 -0.803
C 1.013 -1.854 -0.408
C 0.668 -2.524 1.071
N 0.600 -1.515 2.219
C 1.769 -1.544 2.888
N 2.631 -2.581 2.975
C 3.436 -2.445 3.919
C 3.520 -1.669 4.836
C 2.720 -0.569 4.696
N 1.774 -0.281 3.755
C -0.244 -0.316 1.829
C 0.132 0.136 0.277
H -2.554 -0.038 -2.199
H -0.182 1.351 -1.795
H -2.065 0.735 -4.193
H -0.259 1.287 -4.289
H -0.842 3.728 -3.833
H -2.217 3.153 -4.855
H -2.735 4.271 -2.695
H -3.868 2.664 -2.806
H -2.678 2.019 -0.728
H -1.416 3.315 -1.098
H 1.076 -2.441 -1.213
H 2.218 -1.648 -0.505
H 1.342 -3.463 1.209
H -0.449 -3.105 1.025
H 4.065 -3.344 4.088
H 4.400 -1.414 5.567
H 2.525 0.339 5.326
H -0.143 0.266 2.680
H -1.316 -0.993 1.867
H -0.665 0.918 0.298
H 1.254 0.613 0.475
```



Formula: C14H21NO
Source: OMol25
Level of theory: ωB97M-V with the def2-TZVPD basis set

Calculated values
Kohn-Sham gap ... 9.124 eV
SMILES ... C[C@@H]1C[C@H](O)[C@@H](C)CN1Cc1ccccc1
Total charge ... 0
Relative energy (zero: lowest compared OMol25 entry of this formula, charge and spin) ... 102.1 kJ/mol
Highest occupied orbital energy ... -8.220 eV

Structure (XYZ):
```
37
C14H21NO, DFT ωB97M-V with the def2-TZVPD basis set
C 0.691 -1.976 -1.352
C 0.708 -0.515 -0.897
C 2.092 0.112 -1.136
C 2.279 1.345 -0.248
O 3.423 2.089 -0.602
C 2.311 0.907 1.228
C 1.955 2.067 2.153
C 1.395 -0.327 1.423
N 0.292 -0.432 0.500
C -0.831 0.453 0.740
C -2.073 -0.111 0.099
C -2.447 -1.422 0.367
C -3.575 -1.965 -0.219
C -4.347 -1.201 -1.079
C -3.983 0.106 -1.349
C -2.850 0.646 -0.765
H 1.357 -2.572 -0.734
H 1.011 -2.052 -2.388
H -0.315 -2.377 -1.262
H -0.028 0.034 -1.496
H 2.190 0.398 -2.184
H 2.880 -0.612 -0.909
H 1.449 2.040 -0.415
H 4.199 1.524 -0.504
H 3.341 0.602 1.456
H 2.596 2.919 1.937
H 2.095 1.782 3.194
H 0.921 2.372 2.015
H 1.991 -1.237 1.304
H 0.995 -0.330 2.440
H -0.665 1.480 0.371
H -0.985 0.505 1.822
H -1.836 -2.011 1.035
H -3.855 -2.987 -0.005
H -5.229 -1.625 -1.537
H -4.581 0.706 -2.020
H -2.570 1.668 -0.983
```



Formula: C14H21NO2S
Source: OMol25
Level of theory: ωB97M-V with the def2-TZVPD basis set

Calculated values
Kohn-Sham gap ... 9.882 eV
SMILES ... CN(C1CCCCC1)S(=O)(=O)Cc1ccccc1
Total charge ... 0
Relative energy (zero: lowest compared OMol25 entry of this formula, charge and spin) ... 170.6 kJ/mol
Highest occupied orbital energy ... -9.249 eV

Structure (XYZ):
```
39
C14H21NO2S, DFT ωB97M-V with the def2-TZVPD basis set
C -1.643 0.715 2.139
N -1.470 0.222 0.773
C -1.397 -1.202 0.369
C -2.741 -1.873 0.496
C -2.665 -3.401 0.590
C -1.278 -3.929 0.077
C -0.118 -3.320 0.866
C -0.371 -1.877 1.250
S -0.743 1.324 -0.350
O -1.179 0.942 -1.684
O -1.162 2.699 -0.052
C 1.067 1.180 -0.116
C 1.922 2.201 -0.856
C 1.480 2.862 -2.014
C 2.327 3.708 -2.764
C 3.612 3.966 -2.324
C 4.081 3.364 -1.151
C 3.218 2.540 -0.391
H -2.372 0.100 2.614
H -2.092 1.721 2.068
H -0.687 0.701 2.672
H -1.126 -1.287 -0.704
H -3.376 -1.593 -0.355
H -3.311 -1.524 1.359
H -2.879 -3.695 1.653
H -3.443 -3.870 -0.041
H -1.255 -5.019 0.089
H -1.174 -3.661 -0.971
H 0.820 -3.374 0.273
H 0.006 -3.942 1.758
H 0.579 -1.355 1.128
H -0.670 -1.817 2.315
H 1.366 0.210 -0.451
H 1.302 1.303 0.957
H 0.502 2.637 -2.410
H 1.924 4.135 -3.667
H 4.299 4.601 -2.870
H 5.107 3.512 -0.806
H 3.543 2.093 0.530
```



Formula: C14H21NO3S2
Source: OMol25
Level of theory: ωB97M-V with the def2-TZVPD basis set

Calculated values
Kohn-Sham gap ... 8.835 eV
Total charge ... 0
Relative energy (zero: lowest compared OMol25 entry of this formula, charge and spin) ... 1527.2 kJ/mol
Highest occupied orbital energy ... -8.990 eV

Structure (XYZ):
```
41
C14H21NO3S2, DFT ωB97M-V with the def2-TZVPD basis set
O -1.641 -2.446 1.924
C -0.804 -2.116 0.930
N -1.083 -1.058 0.015
H -0.523 -0.985 -0.728
C -2.450 -0.562 -0.103
C -3.305 -0.789 -1.185
C -4.430 0.178 -1.445
C -5.173 0.862 -0.552
C -4.585 2.117 0.097
H -4.273 2.760 -0.615
H -5.326 2.759 0.871
C -3.369 1.934 0.901
C -2.140 0.922 0.128
H -1.218 1.267 0.859
H -1.991 1.564 -0.851
H -2.947 2.771 1.465
H -3.480 1.096 1.947
H -5.308 0.011 0.408
H -6.045 1.214 -0.850
H -3.925 1.199 -2.021
H -5.060 -0.192 -2.407
H -2.653 -0.664 -1.905
H -3.701 -1.578 -1.064
H -3.096 -0.694 1.094
C 0.428 -2.560 0.496
C 1.618 -1.686 0.969
H 2.419 -2.332 1.453
H 1.220 -0.698 1.529
S 2.087 -1.087 -0.493
O 3.282 -1.914 -0.986
O 1.080 -0.724 -1.567
C 2.793 0.518 -0.305
C 4.160 0.962 -0.087
C 4.250 2.144 0.259
C 3.041 2.812 0.502
S 1.788 2.024 0.264
H 2.918 3.896 0.629
H 5.219 2.784 0.658
H 4.920 0.297 -0.319
H 0.402 -3.432 1.536
H 0.599 -3.198 -0.117
```



Formula: C14H21NPSr
Source: OMol25
Level of theory: ωB97M-V with the def2-TZVPD basis set

Calculated values
Kohn-Sham gap ... 2.612 eV
Total charge ... -1
Relative energy (zero: lowest compared OMol25 entry of this formula, charge and spin) ... 22.6 kJ/mol
Highest occupied orbital energy ... -0.037 eV

Structure (XYZ):
```
38
C14H21NPSr, DFT ωB97M-V with the def2-TZVPD basis set
C -1.053 1.319 -2.535
Sr 0.625 0.358 -1.284
N 1.477 -2.146 -0.807
H -0.504 1.816 0.104
H -0.538 1.795 -0.661
H -1.320 2.379 -2.676
H -1.908 0.654 -2.434
H -0.255 1.093 -3.193
H 1.110 -2.839 -0.166
H 2.502 -2.162 -0.482
H 1.477 -2.695 -1.724
C 2.901 0.123 1.763
P 1.003 0.142 1.868
C 0.785 -1.451 2.788
C -0.265 -2.292 2.389
C -0.432 -3.522 2.962
C 0.436 -3.954 3.972
C 1.447 -3.118 4.440
C 1.593 -1.853 3.860
C 0.697 1.334 3.214
C 1.669 2.072 3.933
C 1.311 2.847 5.024
C -0.013 2.937 5.373
C -1.008 2.288 4.634
C -0.644 1.520 3.551
H 3.245 -0.617 1.018
H 3.360 -0.126 2.742
H 3.271 1.121 1.444
H -0.939 -1.942 1.648
H -1.237 -4.178 2.644
H 0.331 -4.921 4.410
H 2.126 -3.425 5.247
H 2.360 -1.180 4.253
H 2.699 2.005 3.627
H 2.084 3.357 5.574
H -0.289 3.498 6.228
H -2.062 2.389 4.908
H -1.394 1.032 2.956
```



Formula: C14H21O12Pt
Source: OMol25
Level of theory: ωB97M-V with the def2-TZVPD basis set

Calculated values
Kohn-Sham gap (spin up / spin down) ... 5.040 / 5.106 eV
Total charge ... -1
Relative energy (zero: lowest compared OMol25 entry of this formula, charge and spin) ... 352.9 kJ/mol
Highest occupied orbital energy (spin up / spin down) ... -2.974 / -3.040 eV
Spin multiplicity ... 3

Structure (XYZ):
```
48
C14H21O12Pt, DFT ωB97M-V with the def2-TZVPD basis set
Pt 0.392 0.904 1.234
C 1.878 4.289 3.491
C 1.198 2.941 3.500
O 1.603 2.012 4.370
O 0.377 2.601 2.594
H 1.678 4.616 4.511
H 1.484 5.019 2.783
H 2.957 4.345 3.342
C -1.434 -2.035 3.713
C -0.696 -1.062 2.808
O -1.303 -0.261 2.080
O 0.453 -0.657 2.916
H -1.419 -2.936 3.099
H -2.418 -1.749 4.084
H -0.746 -2.237 4.534
C 4.559 1.371 0.535
C 2.989 1.360 0.782
O 2.063 2.006 0.256
O 2.632 0.616 1.734
H 5.064 0.624 1.147
H 4.982 2.350 0.763
H 4.902 1.150 -0.476
C 1.680 -4.262 -1.725
C 1.462 -2.985 -2.518
C 0.096 -2.867 -2.882
O -0.374 -1.944 -1.994
C 0.623 -1.351 -1.297
O 0.473 -0.404 -0.554
O 1.701 -1.848 -1.603
H 1.153 -4.340 -0.774
H 2.739 -4.428 -1.526
H 1.480 -5.209 -2.227
H 2.102 -2.868 -3.393
H -0.316 -3.869 -2.757
H -0.085 -2.523 -3.901
C -3.405 -0.240 -2.999
C -3.318 1.270 -2.634
C -4.282 1.664 -1.612
O -3.596 2.155 -0.512
C -2.326 1.941 -0.746
O -1.335 2.003 -0.025
O -2.123 1.406 -1.971
H -3.150 -0.828 -2.117
H -2.666 -0.354 -3.791
H -4.411 -0.393 -3.387
H -3.476 1.914 -3.500
H -4.835 0.818 -1.204
H -5.007 2.274 -2.151
```



Formula: C14H22As2N2O3V
Source: OMol25
Level of theory: ωB97M-V with the def2-TZVPD basis set

Calculated values
Kohn-Sham gap (spin up / spin down) ... 6.738 / 6.728 eV
Total charge ... +3
Highest occupied orbital energy (spin up / spin down) ... -18.391 / -18.392 eV

Structure (XYZ):
```
44
C14H22As2N2O3V, DFT ωB97M-V with the def2-TZVPD basis set
V -1.404 0.010 -0.221
N -2.655 1.239 0.942
C -3.501 0.248 1.662
C -3.997 -0.791 0.693
O -5.018 -1.388 0.690
N -3.034 -0.919 -0.374
C -3.284 -1.875 -1.414
C -3.927 -1.382 -2.645
O -4.424 -0.900 -3.500
O -1.237 0.230 -1.697
H -2.340 1.990 1.534
H -3.303 1.673 0.289
H -4.363 0.713 2.146
H -2.949 -0.242 2.465
H -4.109 -2.518 -1.026
H -2.504 -2.580 -1.689
C 0.331 2.971 -1.158
As 0.686 1.741 0.276
C 1.075 2.709 1.917
C 2.324 0.893 -0.415
C 3.465 1.560 -0.890
C 4.573 0.824 -1.344
C 4.554 -0.558 -1.241
C 3.454 -1.230 -0.737
C 2.342 -0.499 -0.310
As 0.814 -1.287 0.486
C 0.524 -2.930 -0.412
C 1.047 -1.603 2.365
H 1.049 3.780 -1.192
H -0.635 3.426 -1.071
H 0.418 2.409 -2.104
H 2.046 3.157 1.805
H 1.092 2.000 2.732
H 0.338 3.488 2.051
H 3.506 2.635 -1.019
H 5.398 1.354 -1.780
H 5.418 -1.127 -1.524
H 3.509 -2.325 -0.662
H 1.308 -3.656 -0.217
H 0.473 -2.771 -1.479
H -0.380 -3.374 0.016
H 1.910 -2.276 2.419
H 0.169 -2.128 2.726
H 1.239 -0.689 2.906
```



Formula: C14H22BeNO4Sb
Source: OMol25
Level of theory: ωB97M-V with the def2-TZVPD basis set

Calculated values
Kohn-Sham gap ... 8.671 eV
Total charge ... 0
Relative energy (zero: lowest compared OMol25 entry of this formula, charge and spin) ... 13.2 kJ/mol
Highest occupied orbital energy ... -8.710 eV

Structure (XYZ):
```
43
C14H22BeNO4Sb, DFT ωB97M-V with the def2-TZVPD basis set
Be -0.716 -0.974 -0.114
O -2.832 -2.093 2.384
C -2.125 -1.896 1.439
O -1.855 -0.715 0.894
C -1.319 -3.036 0.698
O -1.458 -4.200 0.936
O -0.521 -2.505 -0.219
N -0.554 -0.129 -1.608
C -1.166 1.185 -1.626
C -0.402 2.286 -1.280
C -1.003 3.535 -1.220
C -2.355 3.672 -1.499
C -3.107 2.558 -1.840
C -2.516 1.305 -1.901
H -0.972 -0.754 -2.294
H 0.435 -0.064 -1.832
H 0.652 2.170 -1.059
H -0.413 4.400 -0.951
H -2.823 4.645 -1.447
H -4.163 2.658 -2.050
H -3.105 0.430 -2.146
C 3.503 1.120 3.303
C 3.184 0.544 1.930
Sb 1.184 -0.178 1.669
C 1.238 -2.050 2.712
C 2.287 -2.213 3.804
C 0.089 1.072 3.017
C -0.021 0.568 4.450
H 4.534 1.480 3.345
H 3.383 0.379 4.093
H 2.858 1.964 3.547
H 3.836 -0.300 1.695
H 3.353 1.287 1.150
H 1.372 -2.795 1.926
H 0.232 -2.212 3.105
H 3.295 -2.013 3.437
H 2.280 -3.236 4.185
H 2.104 -1.551 4.650
H -0.900 1.155 2.566
H 0.549 2.062 2.975
H -0.512 -0.404 4.491
H -0.615 1.255 5.056
H 0.956 0.473 4.927
```



Formula: C14H22Cl12N2O6
Source: OMol25
Level of theory: ωB97M-V with the def2-TZVPD basis set

Calculated values
Kohn-Sham gap ... 10.648 eV
SMILES ... COC(=O)OC.COC(=O)OC.ClC(Cl)Cl.ClC(Cl)Cl.ClC(Cl)Cl.ClC(Cl)Cl.CC#N.CC#N
Total charge ... 0
Relative energy (zero: lowest compared OMol25 entry of this formula, charge and spin) ... 0.0 kJ/mol
Highest occupied orbital energy ... -10.592 eV

Structure (XYZ):
```
56
C14H22Cl12N2O6, DFT ωB97M-V with the def2-TZVPD basis set
C 7.131 -1.891 2.342
O 6.446 -2.174 1.122
C 5.425 -1.388 0.763
O 5.230 -0.304 1.251
O 4.745 -1.958 -0.187
C 3.459 -1.405 -0.464
H 8.186 -1.908 2.084
H 6.920 -2.740 2.994
H 6.799 -0.995 2.857
H 2.900 -2.160 -1.014
H 3.539 -0.468 -1.006
H 2.862 -1.250 0.435
C -1.081 4.170 2.125
O -1.359 3.153 3.076
C -2.292 2.250 2.778
O -2.871 2.172 1.737
O -2.257 1.367 3.735
C -2.919 0.128 3.467
H -1.912 4.771 1.753
H -0.627 3.688 1.261
H -0.404 4.871 2.604
H -2.235 -0.505 2.920
H -3.867 0.296 2.957
H -3.180 -0.316 4.425
Cl 2.334 -1.562 4.868
C 1.307 -1.624 3.448
Cl -0.380 -1.984 3.891
Cl 1.922 -2.875 2.295
H 1.426 -0.659 2.973
Cl 1.290 0.114 -3.296
C 1.187 0.619 -4.998
Cl 2.718 0.377 -5.809
Cl 0.704 2.331 -5.113
H 0.426 0.052 -5.518
Cl -4.386 5.798 -2.288
C -4.232 4.352 -1.290
Cl -2.540 3.811 -1.375
Cl -5.338 3.076 -1.746
H -4.446 4.670 -0.278
Cl -6.335 -2.127 -1.021
C -5.074 -1.831 -2.211
Cl -4.107 -3.317 -2.417
Cl -4.034 -0.477 -1.707
H -5.477 -1.581 -3.182
C -0.786 0.904 -0.880
C 0.130 0.709 0.222
N 0.880 0.468 1.054
H -0.519 1.727 -1.543
H -1.811 1.148 -0.599
H -0.758 -0.007 -1.475
C -0.303 -2.812 -2.470
C -0.804 -4.066 -3.023
N -1.174 -5.017 -3.545
H 0.683 -3.026 -2.050
H -0.857 -2.450 -1.605
H -0.285 -2.145 -3.325
```



Number 1: total energy -1301.17254 a.u.. Number 2: total energy -3756.05258 a.u.. Number 3: total energy -1217.65549 a.u.. Number 4: total energy -676.05465 a.u.. Number 5: total energy -1149.44470 a.u.. Number 6: total energy -1622.34047 a.u.. Number 7: total energy -972.69838 a.u.. Number 8: total energy -1568.14915 a.u.. Number 9: total energy -6296.35564 a.u.. Number 10: total energy -1157.51892 a.u.. Number 11: total energy -6629.85980 a.u..